Formula: C45H37FN4O28S
Source: OMol25
Level of theory: ωB97M-V/def2-TZVPD

Properties
Calculated total energy (a.u.): -4560.6371
Net charge: 0
SMILES: NC(N)(N)CN(OC(=O)c1ccccc1)S(=O)(=O)F.O=C1C=C(O)C(=O)C=C1O.O=C1C=C(O)C(=O)C=C1O.O=C1C=C(O)C(=O)C=C1O.O=C1C=C(O)C(=O)C=C1O.O=C1C=C(O)C(=O)C=C1O.O=C1C=C(O)C(=O)C=C1O
Gap between HOMO and LUMO (eV): 7.501

Element x y z (Å)
N  -1.511  -1.944  -4.071
C  -0.715  -1.638  -5.253
N  0.711  -1.977  -4.932
N  -1.136  -2.432  -6.425
C  -0.734  -0.108  -5.666
N  -2.095  0.398  -5.997
O  -2.569  0.928  -4.804
C  -3.954  1.248  -4.880
O  -4.260  2.361  -4.563
C  -5.064  0.260  -5.276
C  -4.755  -1.073  -5.837
C  -5.893  -1.907  -6.193
C  -7.287  -1.496  -6.033
C  -7.572  -0.185  -5.453
C  -6.455  0.683  -5.071
S  -2.086  1.585  -7.254
O  -3.346  1.561  -7.982
O  -1.877  2.936  -6.752
F  -0.905  1.298  -8.354
H  -1.837  -1.109  -3.578
H  -2.260  -2.609  -4.257
H  1.025  -1.332  -4.188
H  1.265  -1.705  -5.758
H  -0.485  -2.235  -7.196
H  -0.938  -3.406  -6.164
H  0.025  0.028  -6.475
H  -0.368  0.511  -4.794
H  -3.691  -1.384  -5.958
H  -5.685  -2.924  -6.611
H  -8.083  -2.212  -6.333
H  -8.629  0.144  -5.308
H  -6.718  1.670  -4.624
O  -2.967  -0.861  -2.013
C  -3.849  -1.416  -1.383
C  -5.059  -0.725  -0.946
C  -5.992  -1.374  -0.242
O  -7.117  -0.761  0.170
C  -5.832  -2.814  0.124
O  -6.697  -3.361  0.783
C  -4.632  -3.510  -0.335
C  -3.701  -2.864  -1.041
O  -2.585  -3.488  -1.477
H  -5.161  0.317  -1.216
H  -7.622  -1.441  0.656
H  -4.537  -4.556  -0.078
H  -2.068  -2.811  -1.961
O  -3.581  -1.979  5.039
C  -2.914  -1.355  4.233
C  -2.241  -0.103  4.567
C  -1.533  0.555  3.644
O  -0.904  1.710  3.933
C  -1.405  0.042  2.248
O  -0.765  0.681  1.433
C  -2.060  -1.224  1.918
C  -2.765  -1.883  2.843
O  -3.374  -3.052  2.564
H  -2.342  0.259  5.581
H  -0.468  1.983  3.103
H  -1.945  -1.594  0.908
H  -3.815  -3.322  3.393
O  6.908  1.846  -3.157
C  5.751  1.485  -3.263
C  5.331  0.109  -3.013
C  4.051  -0.248  -3.157
O  3.648  -1.512  -2.927
C  3.009  0.741  -3.579
O  1.852  0.376  -3.719
C  3.424  2.122  -3.806
C  4.704  2.480  -3.658
O  5.105  3.748  -3.861
H  6.094  -0.595  -2.710
H  2.688  -1.521  -3.098
H  2.658  2.829  -4.093
H  6.069  3.757  -3.696
O  7.817  5.232  -3.268
C  8.135  5.595  -2.148
C  8.209  7.003  -1.768
C  8.578  7.353  -0.531
O  8.651  8.643  -0.157
C  8.928  6.328  0.499
O  9.276  6.692  1.608
C  8.832  4.919  0.126
C  8.460  4.569  -1.111
O  8.360  3.282  -1.481
H  7.955  7.735  -2.522
H  8.939  8.628  0.776
H  9.071  4.186  0.885
H  8.079  3.299  -2.417
O  5.788  1.003  5.776
C  4.627  0.653  5.671
C  4.190  -0.719  5.925
C  2.906  -1.059  5.780
O  2.477  -2.314  6.011
C  1.878  -0.062  5.354
O  0.724  -0.423  5.217
C  2.309  1.315  5.123
C  3.593  1.657  5.272
O  4.016  2.918  5.067
H  4.944  -1.431  6.231
H  1.514  -2.298  5.836
H  1.552  2.031  4.833
H  4.977  2.903  5.237
O  -3.608  -4.730  10.914
C  -2.934  -4.122  10.103
C  -2.245  -2.873  10.428
C  -1.529  -2.233  9.499
O  -0.884  -1.083  9.775
C  -1.409  -2.760  8.106
O  -0.761  -2.133  7.286
C  -2.077  -4.019  7.787
C  -2.791  -4.662  8.717
O  -3.413  -5.824  8.448
H  -2.341  -2.502  11.439
H  -0.445  -0.824  8.942
H  -1.968  -4.397  6.780
H  -3.857  -6.081  9.279

Formula: C5H6N
Source: OMol25
Level of theory: ωB97M-V/def2-TZVPD

Properties
Calculated total energy (a.u.): -248.3707
Energy above the lowest of the compared OMol25 structures with the same formula, charge and spin (kJ/mol): 643.13
Net charge: +1
Gap between HOMO and LUMO (eV): 8.926

Element x y z (Å)
C  0.501  -0.159  1.433
C  -0.465  1.194  -1.382
C  -0.415  -0.838  0.419
C  1.452  0.060  0.283
C  -0.292  0.109  -0.680
N  0.746  -0.905  -0.496
H  0.141  0.710  1.976
H  0.957  -0.852  2.147
H  -1.374  1.776  -1.303
H  0.275  1.532  -2.092
H  -1.168  -1.603  0.539
H  1.049  -1.529  -1.238